# 1
Molecular formula: C50H50FIrN7O3P2S
Method: DFT, ωB97M-V/def2-TZVPD

Structure (XYZ):
```
115
Properties=species:S:1:pos:R:3
Ir -0.694 -0.409 0.771
C -3.683 6.637 -1.349
C -3.657 6.052 0.051
N -3.384 4.600 0.048
C -2.147 4.188 0.287
C -1.737 2.866 0.275
C -0.272 2.657 0.503
O 0.474 3.571 0.750
O 0.153 1.414 0.354
C -2.691 1.860 0.009
O -2.462 0.600 -0.011
C -4.038 2.309 -0.265
C -5.059 1.396 -0.573
C -6.324 1.819 -0.837
F -7.242 0.875 -1.114
C -6.706 3.191 -0.815
C -5.684 4.089 -0.521
C -4.374 3.672 -0.246
N -7.995 3.627 -1.094
C -8.510 4.864 -0.526
C -9.216 5.691 -1.601
N -9.978 4.766 -2.523
C -10.340 3.495 -1.820
C -9.064 2.714 -1.518
H -3.872 7.706 -1.287
H -4.452 6.188 -1.975
H -2.723 6.496 -1.843
H -4.584 6.218 0.602
H -2.861 6.506 0.640
H -1.406 4.951 0.493
H -4.841 0.339 -0.599
H -5.889 5.144 -0.541
H -7.717 5.474 -0.107
H -9.191 4.647 0.304
H -8.519 6.254 -2.221
H -9.935 6.381 -1.158
H -9.401 4.543 -3.340
H -10.816 5.236 -2.881
H -11.001 2.914 -2.463
H -10.895 3.783 -0.927
H -8.747 2.188 -2.420
H -9.311 1.963 -0.764
C -1.185 -1.727 5.866
N -1.981 -2.235 4.749
C -2.841 -3.302 4.824
C -3.386 -3.464 3.600
N -2.854 -2.483 2.774
C -1.983 -1.740 3.504
S -1.002 -0.379 3.080
C -3.273 -2.352 1.410
C -4.599 -2.599 1.100
C -4.948 -2.674 -0.241
C -3.971 -2.491 -1.207
C -2.685 -2.195 -0.793
N -2.336 -2.116 0.496
H -1.535 -2.215 6.771
H -1.325 -0.653 5.953
H -0.135 -1.960 5.703
H -2.979 -3.860 5.732
H -4.070 -4.203 3.232
H -5.331 -2.752 1.879
H -5.969 -2.887 -0.521
H -4.193 -2.574 -2.259
H -1.892 -2.022 -1.510
C 3.151 -1.329 1.958
N 2.688 -0.901 0.618
P 3.473 0.377 -0.140
C 3.513 1.813 0.861
C 4.382 2.840 0.451
C 4.457 4.007 1.185
C 3.669 4.161 2.318
C 2.783 3.160 2.712
C 2.685 1.999 1.979
C 5.097 -0.090 -0.690
C 5.217 -0.797 -1.892
C 6.461 -1.240 -2.299
C 7.579 -0.982 -1.514
C 7.462 -0.273 -0.326
C 6.225 0.187 0.090
P 1.284 -1.626 -0.042
C 1.436 -1.430 -1.830
C 1.129 -0.194 -2.408
C 1.295 -0.005 -3.771
C 1.732 -1.053 -4.569
C 2.001 -2.293 -4.006
C 1.858 -2.486 -2.641
C 1.483 -3.351 0.380
C 0.402 -4.090 0.852
C 0.555 -5.441 1.121
C 1.784 -6.052 0.930
C 2.871 -5.317 0.470
C 2.725 -3.970 0.192
H 3.902 -0.631 2.320
H 3.590 -2.325 1.910
H 2.317 -1.337 2.663
H 4.997 2.716 -0.431
H 5.130 4.795 0.880
H 3.739 5.070 2.900
H 2.175 3.299 3.594
H 1.981 1.230 2.268
H 4.345 -0.980 -2.507
H 6.567 -1.775 -3.231
H 8.551 -1.328 -1.836
H 8.338 -0.072 0.274
H 6.139 0.752 1.009
H 0.775 0.626 -1.795
H 1.077 0.957 -4.210
H 1.850 -0.909 -5.633
H 2.324 -3.113 -4.631
H 2.063 -3.460 -2.222
H -0.558 -3.610 1.006
H -0.284 -6.019 1.480
H 1.901 -7.105 1.143
H 3.829 -5.796 0.328
H 3.574 -3.399 -0.168
```

Calculated values
Energy above the lowest of the compared OMol25 structures with the same formula, charge and spin = 0.0 kJ/mol
Highest occupied orbital energy (alpha / beta) = -0.592 / -0.622 Eh
Total charge = +4
LUMO (alpha / beta) = -8.5637 / -10.8348 eV
Frontier orbital gap (alpha / beta) = 0.27771 / 0.22381 Eh
Spin multiplicity = 6

Atomic partial charges in e from the Mulliken method, atoms 1 to 8:
1 Ir 2.991
2 C -1.030
3 C -1.014
4 N 0.184
5 C -0.134
6 C -0.659
7 C 0.069
8 O -0.600


# 2
Molecular formula: C50H50N10
Method: DFT, ωB97M-V/def2-TZVPD

Structure (XYZ):
```
110
Properties=species:S:1:pos:R:3
C -2.771 2.168 -6.594
C -2.110 1.702 -5.478
C -1.774 0.376 -5.416
N -2.063 -0.486 -6.375
C -2.651 -0.040 -7.460
C -3.025 1.278 -7.636
H -3.197 3.166 -6.602
H -2.036 2.337 -4.601
H -1.335 -0.073 -4.533
H -2.745 -0.767 -8.264
H -3.619 1.572 -8.494
C -5.961 -1.379 1.394
C -5.434 -2.228 2.365
C -4.060 -2.392 2.416
N -3.225 -1.873 1.534
C -3.739 -1.085 0.584
C -5.086 -0.777 0.499
H -7.021 -1.163 1.316
H -6.048 -2.727 3.103
H -3.625 -3.084 3.136
H -3.035 -0.743 -0.166
H -5.428 -0.103 -0.278
C 4.455 1.089 2.651
C 4.453 -0.276 2.668
C 5.537 -0.935 3.236
N 6.624 -0.349 3.671
C 6.699 0.932 3.504
C 5.649 1.707 3.006
H 3.620 1.709 2.346
H 3.607 -0.853 2.316
H 5.488 -2.010 3.391
H 7.626 1.427 3.774
H 5.702 2.787 3.020
C -1.182 -5.864 1.250
C -1.972 -4.832 0.763
C -3.089 -5.149 0.013
N -3.497 -6.395 -0.193
C -2.746 -7.377 0.302
C -1.598 -7.171 1.043
H -0.384 -5.592 1.934
H -1.662 -3.806 0.911
H -3.666 -4.336 -0.426
H -3.119 -8.382 0.120
H -1.117 -8.003 1.542
C 1.156 -0.353 -0.157
C 0.172 -1.237 -0.522
C -0.767 -0.839 -1.442
N -0.821 0.359 -1.947
C 0.108 1.205 -1.605
C 1.118 0.921 -0.701
H 1.890 -0.682 0.568
H 0.101 -2.227 -0.086
H -1.561 -1.534 -1.705
H 0.005 2.224 -1.976
H 1.837 1.686 -0.439
C 2.380 7.347 -1.136
C 2.417 5.995 -1.433
C 2.173 5.110 -0.416
N 2.019 5.455 0.834
C 2.028 6.746 1.116
C 2.204 7.723 0.172
H 2.663 8.060 -1.900
H 2.682 5.629 -2.414
H 2.264 4.039 -0.583
H 1.911 7.003 2.165
H 2.209 8.777 0.432
C -0.914 -0.357 4.530
C -0.646 -0.007 3.210
C 0.203 1.068 2.988
N 0.683 1.847 3.954
C 0.409 1.493 5.210
C -0.353 0.382 5.551
H -1.518 -1.241 4.725
H -0.992 -0.614 2.382
H 0.497 1.355 1.980
H 0.820 2.136 5.987
H -0.598 0.173 6.583
C 2.898 -3.619 5.133
C 2.695 -4.906 4.683
C 1.963 -5.107 3.518
N 1.427 -4.111 2.818
C 1.675 -2.857 3.224
C 2.395 -2.571 4.386
H 3.301 -3.464 6.123
H 3.054 -5.775 5.227
H 1.782 -6.097 3.109
H 1.149 -2.139 2.602
H 2.590 -1.550 4.700
C -6.337 -0.172 -3.988
C -6.605 1.160 -3.992
C -5.640 2.032 -3.485
N -4.507 1.632 -2.958
C -4.288 0.350 -2.919
C -5.197 -0.588 -3.389
H -7.056 -0.860 -4.412
H -7.534 1.530 -4.409
H -5.772 3.108 -3.578
H -3.331 0.009 -2.537
H -4.976 -1.648 -3.330
C 5.369 1.285 -2.001
C 6.220 2.365 -1.974
C 5.732 3.609 -2.388
N 4.487 3.823 -2.699
C 3.678 2.788 -2.721
C 4.072 1.500 -2.368
H 5.766 0.283 -1.880
H 7.262 2.270 -1.689
H 6.384 4.475 -2.432
H 2.688 2.981 -3.128
H 3.440 0.623 -2.462
```

Calculated values
Energy above the lowest of the compared OMol25 structures with the same formula, charge and spin = 107.7 kJ/mol
Highest occupied orbital energy = -0.342 Eh
Total charge = 0
LUMO = 0.6098 eV
Frontier orbital gap = 0.36474 Eh

Atomic partial charges in e from the Mulliken method, atoms 1 to 8:
1 C -0.407
2 C -0.247
3 C -0.213
4 N -0.608
5 C -0.272
6 C -0.387
7 H 0.386
8 H 0.384


# 3
Molecular formula: C50H51F3NO11SSrTe
Method: DFT, ωB97M-V/def2-TZVPD

Structure (XYZ):
```
119
Properties=species:S:1:pos:R:3
Sr 0.654 -0.693 0.957
O 3.217 4.836 2.523
C 2.781 3.609 2.098
O 1.877 3.044 2.635
C 3.595 3.208 0.887
O 3.448 1.911 0.402
C 4.231 0.929 1.083
C 3.670 0.552 2.471
O 4.356 0.864 3.456
O 2.554 -0.050 2.470
H 2.657 5.057 3.280
H 4.646 3.425 1.122
H 3.269 3.890 0.103
H 5.262 1.293 1.157
H 4.182 0.049 0.444
F 0.378 -9.919 4.930
C -0.372 -9.001 5.591
F -0.027 -9.101 6.891
F -1.647 -9.464 5.504
C -0.220 -7.626 5.047
C 0.240 -6.578 5.835
C 0.370 -5.309 5.300
C 0.049 -5.042 3.959
C -0.411 -6.122 3.179
C -0.542 -7.387 3.712
C 0.173 -3.743 3.404
C 0.277 -2.621 2.909
H 0.494 -6.756 6.872
H 0.726 -4.493 5.914
H -0.658 -5.935 2.143
H -0.897 -8.201 3.091
C -0.281 3.738 5.763
C -1.487 2.841 5.501
S -1.304 1.868 3.976
O -2.571 1.074 3.880
C 0.003 0.744 4.571
C -0.564 -0.417 5.366
H -0.582 4.681 6.222
H 0.228 3.964 4.823
H 0.444 3.258 6.418
H -2.391 3.423 5.317
H -1.696 2.145 6.315
H 0.705 1.347 5.148
H 0.581 0.419 3.705
H -1.124 -0.077 6.242
H 0.258 -1.055 5.691
H -1.221 -1.022 4.748
C -1.175 5.309 -5.740
C -0.670 4.241 -4.802
C 0.676 4.129 -4.495
C 1.146 3.152 -3.620
C 2.621 3.142 -3.297
C 0.254 2.230 -3.039
Te 1.172 0.722 -1.678
N 2.170 -1.131 -0.770
C 1.770 -2.369 -0.939
O 0.938 -2.905 -0.168
C 2.297 -3.149 -2.120
C 1.663 -4.333 -2.474
C 2.086 -5.040 -3.590
C 3.148 -4.569 -4.351
C 3.794 -3.394 -3.988
C 3.368 -2.685 -2.874
C 0.139 -0.785 -2.886
C -0.909 -1.569 -2.373
C -1.448 -1.275 -0.994
C -1.433 -2.609 -3.136
C -0.957 -2.893 -4.402
C -1.503 -4.048 -5.200
C 0.055 -2.095 -4.915
C 0.613 -1.052 -4.186
C 1.731 -0.266 -4.811
C -1.116 2.374 -3.310
C -2.156 1.526 -2.631
C -1.549 3.364 -4.189
H -0.357 5.936 -6.096
H -1.903 5.955 -5.245
H -1.667 4.872 -6.612
H 1.383 4.827 -4.937
H 3.144 3.915 -3.866
H 3.081 2.179 -3.522
H 2.789 3.328 -2.234
H 0.836 -4.672 -1.864
H 1.585 -5.960 -3.870
H 3.476 -5.119 -5.225
H 4.627 -3.027 -4.576
H 3.853 -1.764 -2.576
H -0.626 -0.684 -0.614
H -1.630 -2.149 -0.372
H -2.319 -0.622 -1.013
H -2.220 -3.224 -2.709
H -2.225 -4.621 -4.618
H -0.699 -4.725 -5.501
H -2.000 -3.703 -6.110
H 0.454 -2.311 -5.903
H 1.997 -0.685 -5.783
H 2.617 -0.285 -4.174
H 1.447 0.779 -4.944
H -1.884 1.343 -1.593
H -2.268 0.559 -3.129
H -3.123 2.032 -2.640
H -2.615 3.465 -4.377
O 0.240 3.194 0.104
C -0.802 2.608 0.429
O -0.951 1.369 0.643
C -2.080 3.431 0.490
C -2.143 4.631 -0.204
C -3.308 5.403 -0.231
C -4.377 4.921 0.482
O -5.637 5.474 0.612
C -6.297 4.665 1.580
O -5.539 3.487 1.778
C -4.313 3.732 1.180
C -3.187 2.950 1.203
H -1.256 4.947 -0.738
H -3.371 6.330 -0.786
H -7.289 4.400 1.209
H -6.372 5.220 2.525
H -3.126 2.019 1.753
```

Calculated values
Energy above the lowest of the compared OMol25 structures with the same formula, charge and spin = 244.3 kJ/mol
Highest occupied orbital energy (alpha / beta) = -0.113 / -0.117 Eh
Total charge = -2
LUMO (alpha / beta) = 3.7046 / 3.4332 eV
Frontier orbital gap (alpha / beta) = 0.24867 / 0.24347 Eh
Spin multiplicity = 2

Atomic partial charges in e from the Mulliken method, atoms 1 to 8:
1 Sr 1.184
2 O -0.595
3 C 0.485
4 O -0.196
5 C -0.758
6 O -0.159
7 C -0.251
8 C 0.000


# 4
Molecular formula: C50H52BrCoN2O3P2S
Method: DFT, ωB97M-V/def2-TZVPD

Structure (XYZ):
```
112
Properties=species:S:1:pos:R:3
Co -0.938 0.208 -0.010
C -6.015 -4.635 3.520
C -4.638 -5.217 3.172
C -4.126 -5.981 4.395
C -4.798 -6.208 2.011
C -3.681 -4.103 2.751
C -4.070 -3.157 1.806
C -3.200 -2.170 1.407
Br -3.840 -0.913 0.147
C -1.865 -2.026 1.877
O -1.085 -1.063 1.491
C -1.470 -3.009 2.831
C -2.388 -3.984 3.231
C -0.085 -3.099 3.505
C 0.444 -4.541 3.404
C 0.999 -2.212 2.889
C -0.222 -2.722 4.987
H -6.672 -5.421 3.906
H -6.501 -4.196 2.648
H -5.923 -3.856 4.280
H -4.875 -6.712 4.709
H -3.935 -5.306 5.232
H -3.205 -6.523 4.175
H -5.486 -7.017 2.279
H -3.833 -6.647 1.748
H -5.186 -5.705 1.124
H -5.058 -3.176 1.363
H -2.051 -4.702 3.968
H 0.439 -4.874 2.363
H -0.146 -5.250 3.987
H 1.472 -4.586 3.776
H 1.103 -2.394 1.822
H 1.954 -2.434 3.384
H 0.783 -1.156 3.005
H -0.935 -3.371 5.500
H -0.576 -1.692 5.085
H 0.745 -2.803 5.494
N 2.581 0.895 -0.667
P 1.127 1.832 -0.726
C 1.756 3.403 0.022
C 1.105 3.936 1.128
C 1.586 5.080 1.757
C 2.727 5.704 1.280
C 3.381 5.189 0.164
C 2.895 4.054 -0.463
C 1.109 2.323 -2.485
C 1.603 1.457 -3.453
C 1.540 1.804 -4.797
C 0.980 3.014 -5.179
C 0.468 3.873 -4.213
C 0.529 3.527 -2.874
P 2.627 -0.403 0.479
C 4.193 0.065 1.346
C 5.429 0.198 0.716
C 6.554 0.579 1.431
C 6.461 0.825 2.797
C 5.239 0.694 3.438
C 4.113 0.317 2.714
C 3.273 -1.778 -0.549
C 3.773 -1.610 -1.836
C 4.247 -2.698 -2.556
C 4.219 -3.969 -1.997
C 3.710 -4.148 -0.717
C 3.239 -3.058 0.001
H 3.423 1.459 -0.618
H 0.209 3.453 1.497
H 1.066 5.482 2.618
H 3.106 6.592 1.770
H 4.264 5.683 -0.222
H 3.396 3.676 -1.349
H 2.011 0.504 -3.142
H 1.919 1.120 -5.547
H 0.935 3.285 -6.227
H 0.012 4.810 -4.508
H 0.106 4.191 -2.128
H 5.520 -0.011 -0.346
H 7.508 0.677 0.926
H 7.342 1.113 3.357
H 5.159 0.884 4.501
H 3.153 0.219 3.212
H 3.767 -0.622 -2.280
H 4.630 -2.556 -3.559
H 4.581 -4.819 -2.562
H 3.668 -5.139 -0.283
H 2.824 -3.204 0.993
C -0.669 1.338 2.995
C -1.772 1.991 2.219
C -2.647 2.869 2.905
C -3.582 3.567 2.216
C -3.670 3.434 0.812
C -4.558 4.211 0.037
C -4.556 4.061 -1.322
C -3.719 3.122 -1.944
C -2.866 2.298 -1.222
S -1.929 1.057 -1.968
C -2.811 2.500 0.193
N -1.880 1.791 0.920
H -0.200 2.076 3.654
H 0.082 0.908 2.339
H -1.066 0.530 3.610
H -2.538 2.977 3.977
H -4.259 4.245 2.724
H -5.212 4.920 0.530
H -5.216 4.668 -1.932
H -3.745 3.002 -3.020
C 0.622 -2.539 -2.780
C -0.265 -1.964 -1.690
O -1.310 -2.514 -1.391
O 0.215 -0.889 -1.137
H -0.003 -3.008 -3.539
H 1.267 -3.304 -2.340
H 1.258 -1.776 -3.228
```

Calculated values
Energy above the lowest of the compared OMol25 structures with the same formula, charge and spin = 0.0 kJ/mol
Highest occupied orbital energy (alpha / beta) = -0.154 / -0.151 Eh
Total charge = -1
LUMO (alpha / beta) = 2.3465 / 2.3458 eV
Frontier orbital gap (alpha / beta) = 0.23983 / 0.23718 Eh
Spin multiplicity = 2

Atomic partial charges in e from the Mulliken method, atoms 1 to 8:
1 Co 0.125
2 C -1.761
3 C 2.025
4 C -2.056
5 C -1.646
6 C 0.008
7 C -0.532
8 C -0.107